A:
{"formula": "C4H11N3", "method": "ωB97M-V with the def2-TZVPD basis set", "e_homo_ev": -8.597, "orbital_gap_ev": 9.42, "species": ["H", "N", "C", "N", "C", "C", "C", "N", "H", "H", "H", "H", "H", "H", "H", "H", "H", "H"], "xyz": [[-0.53, 1.18, 2.91], [0.41, 0.82, 3.08], [1.11, 0.67, 2.02], [0.71, 0.21, 0.79], [-0.68, 0.11, 0.34], [-0.80, -0.99, -0.70], [-0.04, -0.93, -2.01], [-0.55, 0.21, -2.81], [2.17, 0.92, 2.00], [1.47, -0.23, 0.31], [-0.91, 1.09, -0.10], [-1.36, -0.06, 1.18], [-0.60, -1.98, -0.25], [-1.85, -1.03, -0.96], [1.03, -0.81, -1.78], [-0.19, -1.84, -2.57], [-0.19, 1.06, -2.41], [-0.26, 0.06, -3.76]], "mulliken_charge": [0.24, -0.69, 0.02, -0.10, -0.61, -0.77, -0.39, -0.59, 0.34, 0.21, 0.27, 0.36, 0.34, 0.34, 0.19, 0.43, 0.20, 0.21]}



B:
{"formula": "C4H11N3", "method": "ωB97M-V with the def2-TZVPD basis set", "e_homo_ev": -7.093, "orbital_gap_ev": 8.13, "species": ["N", "C", "C", "N", "C", "C", "N", "H", "H", "H", "H", "H", "H", "H", "H", "H", "H", "H"], "xyz": [[-2.92, 0.05, -0.49], [-1.67, 0.77, -0.30], [-0.52, 0.09, 0.05], [-0.64, -1.13, 0.69], [0.75, 0.92, 0.49], [2.00, 0.28, -0.20], [2.09, -1.23, 0.25], [-3.78, 0.62, -0.40], [-2.88, -0.47, -1.41], [-1.55, 1.83, -0.55], [-1.63, -1.43, 0.80], [0.15, -1.31, 1.23], [0.72, 1.81, -0.10], [0.52, 1.24, 1.50], [1.74, 0.32, -1.39], [2.99, 0.96, -0.03], [1.59, -1.81, -0.50], [3.05, -1.49, 0.37]], "mulliken_charge": [-0.58, -0.27, 0.18, -0.45, -0.78, -0.34, -0.64, 0.24, 0.22, 0.28, 0.25, 0.24, 0.32, 0.35, 0.21, 0.33, 0.25, 0.20]}



C:
{"formula": "C4H11N3", "method": "ωB97M-V with the def2-TZVPD basis set", "e_homo_ev": -8.368, "orbital_gap_ev": 9.25, "species": ["N", "C", "C", "N", "H", "H", "H", "H", "H", "H", "C", "N", "C", "H", "H", "H", "H", "H"], "xyz": [[0.92, 1.58, 1.05], [0.85, 1.22, -0.35], [0.35, 2.10, -1.27], [0.26, 1.95, -2.69], [1.83, 1.25, 1.40], [0.18, 1.11, 1.56], [1.02, 0.16, -0.63], [-0.19, 2.98, -0.92], [0.89, 1.24, -3.05], [0.56, 2.82, -3.13], [-1.95, -1.87, 0.33], [-1.23, -2.76, 0.95], [-0.01, -2.28, 1.55], [-2.50, -2.11, -0.62], [-1.99, -0.81, 0.61], [0.03, -2.26, 2.65], [0.27, -1.24, 1.32], [0.72, -3.08, 1.24]], "mulliken_charge": [-0.64, -0.32, -0.05, -0.57, 0.28, 0.27, 0.21, 0.35, 0.24, 0.26, -0.20, -0.42, -0.37, 0.24, 0.23, 0.30, -0.06, 0.25]}



D:
{"formula": "C4H11N3", "method": "ωB97M-V with the def2-TZVPD basis set", "e_homo_ev": -7.452, "orbital_gap_ev": 8.54, "species": ["N", "C", "C", "N", "C", "C", "N", "H", "H", "H", "H", "H", "H", "H", "H", "H", "H", "H"], "xyz": [[-1.10, -2.38, 0.54], [0.04, -1.54, 0.22], [0.07, -0.27, 0.65], [-0.79, 0.15, 1.71], [1.05, 0.76, 0.13], [0.23, 1.70, -0.81], [0.61, 1.29, -2.17], [-1.06, -3.11, -0.17], [-0.91, -2.92, 1.38], [0.56, -1.73, -0.70], [-0.43, 1.06, 1.97], [-1.77, -0.04, 1.58], [1.83, 0.15, -0.36], [1.49, 1.29, 0.95], [0.43, 2.75, -0.56], [-0.87, 1.63, -0.72], [1.50, 1.64, -2.50], [-0.03, 1.52, -2.93]], "mulliken_charge": [-0.59, -0.25, 0.20, -0.53, -1.02, -0.24, -0.57, 0.27, 0.25, 0.29, 0.24, 0.23, 0.33, 0.45, 0.24, 0.34, 0.19, 0.19]}



Least stable structure: C



A:
{"formula": "C4H13N3", "method": "ωB97M-V with the def2-TZVPD basis set", "e_homo_ev": [1.410, -5.336], "charge": -1, "orbital_gap_ev": [2.76, 9.52], "multiplicity": 2, "s2": 0.7504, "species": ["C", "C", "C", "N", "N", "C", "N", "H", "H", "H", "H", "H", "H", "H", "H", "H", "H", "H", "H", "H"], "xyz": [[0.20, -0.05, -0.63], [-1.29, -0.05, -0.34], [-1.71, 1.25, 0.36], [-3.01, 1.27, 1.03], [0.85, -1.33, -0.29], [2.29, -1.27, -0.51], [3.09, -0.41, 0.35], [0.68, 0.79, -0.13], [0.36, 0.08, -1.70], [-1.56, -0.92, 0.27], [-1.88, -0.18, -1.25], [-1.66, 2.03, -0.40], [-0.97, 1.56, 1.10], [-3.10, 0.48, 1.66], [-3.79, 1.31, 0.40], [0.72, -1.47, 0.72], [2.64, -2.30, -0.44], [2.44, -0.96, -1.53], [3.01, 0.56, 0.05], [2.69, -0.40, 1.29]], "mulliken_charge": [-0.46, -0.16, -1.64, -0.27, -0.15, -1.06, -1.25, -0.87, 0.61, 0.10, -0.10, 0.41, 0.63, 0.38, 0.27, 0.51, 0.42, 0.34, 0.82, 0.48]}



B:
{"formula": "C4H13N3", "method": "ωB97M-V with the def2-TZVPD basis set", "e_homo_ev": [1.265, -5.601], "charge": -1, "orbital_gap_ev": [2.63, 9.31], "multiplicity": 2, "s2": 0.7505, "species": ["N", "C", "C", "C", "N", "C", "N", "H", "H", "H", "H", "H", "H", "H", "H", "H", "H", "H", "H", "H"], "xyz": [[-0.78, 0.06, -1.41], [-0.60, 0.08, 0.04], [0.75, -0.61, 0.61], [2.03, -0.30, -0.38], [2.35, 1.13, -0.31], [-1.86, -0.37, 0.90], [-3.07, 0.03, 0.23], [-0.59, -0.86, -1.78], [-0.13, 0.76, -1.81], [-0.50, 1.19, 0.24], [1.08, -0.19, 1.59], [0.75, -1.71, 0.75], [1.68, -0.61, -1.37], [2.90, -0.99, -0.10], [3.01, 1.25, 0.48], [2.97, 1.17, -1.11], [-1.71, 0.03, 1.94], [-1.94, -1.48, 0.87], [-3.58, 0.58, 0.99], [-2.76, 0.83, -0.38]], "mulliken_charge": [-0.80, -0.24, -1.04, -3.14, -0.85, -0.59, -0.60, 0.47, 0.60, 0.03, 0.56, 0.64, 0.67, 0.95, 0.60, 0.64, 0.30, 0.25, 0.29, 0.26]}



Least stable structure: B



A:
{"formula": "C4H8NO2", "method": "ωB97M-V with the def2-TZVPD basis set", "e_homo_ev": -2.512, "charge": -1, "orbital_gap_ev": 6.59, "species": ["C", "C", "C", "C", "N", "O", "O", "H", "H", "H", "H", "H", "H", "H", "H"], "xyz": [[-2.18, 1.51, -0.32], [2.97, 0.78, 0.19], [-1.32, 0.51, -0.13], [-0.95, -1.76, 0.22], [1.87, 0.15, 0.02], [1.77, -1.00, -0.58], [-1.79, -0.74, -0.22], [-1.86, 2.50, -0.21], [-3.25, 1.26, -0.65], [3.98, 0.41, 0.03], [3.00, 1.89, 0.62], [-0.30, 0.51, -0.01], [-0.21, -1.31, 1.03], [-0.24, -2.15, -0.62], [-1.50, -2.55, 0.64]], "mulliken_charge": [-0.92, -0.69, 0.16, -0.55, -0.24, -0.58, -0.38, 0.31, 0.19, 0.31, 0.17, 0.50, 0.27, 0.21, 0.25]}



B:
{"formula": "C4H8NO2", "method": "ωB97M-V with the def2-TZVPD basis set", "e_homo_ev": -3.805, "charge": -1, "orbital_gap_ev": 7.11, "species": ["C", "N", "C", "C", "C", "O", "O", "H", "H", "H", "H", "H", "H", "H", "H"], "xyz": [[1.03, -0.64, 0.05], [2.40, -0.16, 2.09], [0.76, 1.48, 1.29], [1.40, 0.17, 1.27], [-3.12, -0.76, -2.64], [-2.31, -0.69, -1.69], [-3.62, -1.68, -3.29], [1.73, -1.48, -0.11], [0.06, -1.06, 0.20], [0.91, -0.06, -0.86], [-3.64, 0.24, -2.88], [1.69, 1.43, 0.51], [1.05, 2.09, 2.15], [-0.30, 1.62, 0.98], [1.97, -0.51, 2.94]], "mulliken_charge": [-1.12, -0.75, -0.68, 0.44, -0.07, -0.52, -0.62, 0.34, 0.36, 0.37, 0.22, 0.17, 0.36, 0.28, 0.23]}



Least stable structure: A



A:
{"formula": "C27H26Cl2F2GdN5S2", "method": "ωB97M-V with the def2-TZVPD basis set", "e_homo_ev": [-13.487, -13.487], "charge": 2, "orbital_gap_ev": [7.61, 5.18], "multiplicity": 8, "s2": 16.0460, "species": ["Gd", "C", "C", "C", "C", "C", "C", "N", "C", "C", "C", "C", "C", "N", "C", "C", "C", "C", "C", "C", "N", "H", "H", "H", "H", "H", "H", "H", "H", "H", "H", "H", "H", "H", "H", "H", "C", "C", "N", "C", "C", "S", "C", "C", "S", "C", "N", "C", "H", "H", "H", "H", "H", "H", "H", "H", "Cl", "C", "Cl", "H", "H", "F", "C", "F", "H"], "xyz": [[0.01, -0.69, -0.13], [3.14, -1.05, 1.77], [3.41, -0.28, 0.50], [4.71, -0.19, 0.01], [4.94, 0.48, -1.17], [3.87, 1.11, -1.80], [2.62, 1.03, -1.24], [2.38, 0.32, -0.11], [1.46, 1.75, -1.82], [1.64, 2.82, -2.69], [0.53, 3.47, -3.19], [-0.73, 3.07, -2.78], [-0.84, 2.04, -1.86], [0.24, 1.38, -1.43], [-2.16, 1.64, -1.28], [-3.32, 2.33, -1.60], [-4.52, 1.93, -1.03], [-4.52, 0.84, -0.18], [-3.33, 0.18, 0.08], [-3.32, -1.04, 0.96], [-2.16, 0.58, -0.44], [3.82, -0.71, 2.56], [3.33, -2.11, 1.60], [2.12, -0.92, 2.10], [5.51, -0.67, 0.54], [5.93, 0.54, -1.60], [4.03, 1.63, -2.74], [2.63, 3.16, -2.96], [0.64, 4.29, -3.89], [-1.60, 3.59, -3.16], [-3.31, 3.17, -2.27], [-5.43, 2.46, -1.26], [-5.44, 0.50, 0.28], [-4.33, -1.38, 1.17], [-2.82, -0.82, 1.91], [-2.78, -1.85, 0.46], [-1.09, -4.34, 1.41], [-0.75, -3.25, 2.36], [-0.48, -2.00, 2.06], [-0.24, -1.25, 3.20], [-0.30, -2.00, 4.40], [-0.69, -3.62, 4.07], [-0.01, 0.15, 3.14], [0.14, 0.94, 4.27], [0.36, 2.57, 3.81], [0.23, 2.13, 2.15], [0.04, 0.85, 1.94], [0.34, 3.20, 1.12], [-1.66, -3.98, 0.56], [-1.68, -5.11, 1.92], [-0.19, -4.82, 1.03], [-0.15, -1.65, 5.41], [0.14, 0.64, 5.30], [0.42, 4.18, 1.60], [-0.53, 3.21, 0.48], [1.23, 3.05, 0.52], [-1.54, -1.07, -2.71], [-1.14, -2.23, -4.02], [-1.21, -3.91, -3.49], [-0.14, -2.00, -4.36], [-1.88, -2.08, -4.79], [-0.06, -2.83, -0.72], [1.39, -2.51, -0.80], [1.30, -1.52, -1.88], [1.81, -3.38, -1.30]], "mulliken_charge": [0.54, -1.34, 0.88, -1.08, -0.82, -1.16, 0.96, 0.30, 0.78, -1.29, -1.16, -1.29, 0.63, 1.18, 1.23, -1.31, -0.89, -1.11, 0.82, -1.17, 0.65, 0.57, 0.32, 0.27, 0.55, 0.46, 0.45, 0.50, 0.47, 0.50, 0.45, 0.47, 0.53, 0.55, 0.16, 0.09, -1.20, 0.16, 0.78, -0.11, -0.83, -0.13, 0.10, -1.00, -0.15, 0.27, 0.82, -0.79, 0.15, 0.55, 0.26, 0.40, 0.43, 0.61, 0.05, 0.12, 0.10, -0.48, -0.12, 0.26, 0.41, -0.19, -0.39, -0.21, 0.42]}



B:
{"formula": "C27H26Cl2F2GdN5S2", "method": "ωB97M-V with the def2-TZVPD basis set", "e_homo_ev": [-10.321, -14.289], "charge": 2, "orbital_gap_ev": [4.27, 6.33], "multiplicity": 8, "s2": 16.1170, "species": ["Gd", "C", "C", "C", "C", "C", "C", "N", "C", "C", "C", "C", "C", "N", "C", "C", "C", "C", "C", "C", "N", "H", "H", "H", "H", "H", "H", "H", "H", "H", "H", "H", "H", "H", "H", "H", "C", "C", "N", "C", "C", "S", "C", "C", "S", "C", "N", "C", "H", "H", "H", "H", "H", "H", "H", "H", "Cl", "C", "Cl", "H", "H", "F", "C", "F", "H"], "xyz": [[0.44, 0.53, 0.12], [1.63, -0.96, 3.23], [0.20, -0.58, 3.40], [-0.32, -0.40, 4.69], [-1.63, 0.02, 4.84], [-2.40, 0.22, 3.70], [-1.84, -0.03, 2.45], [-0.55, -0.40, 2.31], [-2.65, 0.08, 1.22], [-4.04, 0.03, 1.26], [-4.75, 0.13, 0.07], [-4.05, 0.22, -1.12], [-2.65, 0.20, -1.11], [-1.98, 0.16, 0.06], [-1.85, 0.16, -2.35], [-2.44, 0.10, -3.61], [-1.64, 0.06, -4.74], [-0.27, 0.09, -4.59], [0.27, 0.18, -3.30], [1.74, 0.31, -3.09], [-0.50, 0.20, -2.21], [1.86, -1.84, 3.83], [2.27, -0.15, 3.58], [1.85, -1.16, 2.18], [0.31, -0.58, 5.55], [-2.05, 0.21, 5.82], [-3.40, 0.60, 3.80], [-4.57, -0.10, 2.18], [-5.83, 0.13, 0.07], [-4.60, 0.30, -2.04], [-3.51, 0.08, -3.73], [-2.09, 0.01, -5.72], [0.39, 0.05, -5.44], [2.26, 0.49, -4.03], [2.15, -0.60, -2.64], [1.93, 1.16, -2.41], [4.33, 1.81, -0.49], [4.07, 0.36, -0.32], [2.90, -0.23, -0.24], [3.05, -1.61, -0.13], [4.35, -2.03, -0.10], [5.42, -0.71, -0.23], [1.90, -2.50, -0.10], [1.99, -3.87, -0.09], [0.45, -4.59, -0.11], [-0.26, -3.02, -0.14], [0.60, -2.03, -0.13], [-1.74, -2.90, -0.17], [3.57, 2.30, -1.10], [5.29, 1.95, -0.97], [4.36, 2.31, 0.47], [4.72, -3.03, -0.02], [2.88, -4.47, -0.06], [-2.19, -3.88, -0.26], [-2.06, -2.29, -1.01], [-2.10, -2.44, 0.75], [-0.79, 2.88, -1.29], [-0.81, 4.57, -0.72], [0.84, 5.11, -0.39], [-1.40, 4.62, 0.19], [-1.24, 5.18, -1.51], [1.66, 2.34, 0.37], [1.23, 2.05, 1.76], [-0.21, 2.23, 1.53], [1.51, 2.97, 2.29]], "mulliken_charge": [0.52, -1.41, 0.88, -1.09, -0.79, -1.17, 0.95, 0.28, 0.75, -1.31, -1.17, -1.31, 0.62, 1.22, 1.22, -1.33, -0.87, -1.14, 0.84, -1.08, 0.65, 0.58, 0.32, 0.30, 0.55, 0.47, 0.46, 0.53, 0.48, 0.52, 0.46, 0.48, 0.54, 0.56, 0.15, 0.07, -1.23, 0.21, 0.81, -0.05, -0.87, -0.19, 0.05, -1.00, -0.14, 0.28, 0.80, -0.77, 0.16, 0.55, 0.27, 0.45, 0.48, 0.62, 0.04, 0.14, 0.11, -0.47, -0.12, 0.27, 0.41, -0.19, -0.47, -0.22, 0.37]}



Least stable structure: B



A:
{"formula": "C5H8N4O2S", "method": "ωB97M-V with the def2-TZVPD basis set", "e_homo_ev": -8.909, "orbital_gap_ev": 8.85, "species": ["C", "C", "C", "C", "C", "H", "H", "H", "H", "H", "H", "H", "H", "N", "N", "N", "N", "O", "O", "S"], "xyz": [[-2.92, 0.36, 0.21], [-1.59, -0.21, -0.03], [-0.29, 0.63, -0.12], [2.23, 0.31, -0.68], [2.83, -0.42, 0.54], [-2.30, 2.28, 0.05], [-4.01, 1.89, -0.09], [0.70, -1.05, -0.72], [2.30, 1.39, -0.60], [2.63, -0.19, -1.70], [3.97, -0.24, 0.56], [2.39, -0.13, 1.55], [2.85, -2.44, 1.28], [-3.07, 1.66, 0.52], [-3.88, -0.37, 0.05], [-1.76, -1.57, -0.26], [0.84, 0.00, -0.66], [-0.29, 1.82, -0.07], [2.71, -1.85, 0.35], [-3.32, -1.88, -0.14]], "mulliken_charge": [0.60, 0.32, 0.51, -0.67, -0.24, 0.32, 0.34, 0.30, 0.37, 0.25, 0.28, 0.29, 0.33, -0.60, -0.52, -0.57, -0.20, -0.68, -0.58, 0.14]}



B:
{"formula": "C5H8N4O2S", "method": "ωB97M-V with the def2-TZVPD basis set", "e_homo_ev": -7.924, "orbital_gap_ev": 8.59, "species": ["H", "N", "C", "C", "S", "C", "N", "C", "C", "N", "N", "O", "O", "H", "H", "H", "H", "H", "H", "H"], "xyz": [[-2.12, 0.74, -1.78], [-1.62, 0.36, -0.99], [-0.73, -0.47, -1.34], [-0.02, -1.40, -0.30], [-1.38, -2.43, 0.40], [0.65, -0.59, 0.88], [0.01, 0.63, 1.43], [0.76, 1.70, 0.97], [1.87, 1.28, 0.31], [1.91, -0.15, 0.38], [2.84, -0.98, -0.11], [3.78, -0.54, -0.69], [2.64, -2.13, 0.11], [-0.42, -0.84, -2.38], [0.68, -2.06, -0.81], [-1.84, -1.42, 1.05], [0.85, -1.33, 1.67], [-0.94, 0.56, 1.71], [0.20, 2.63, 1.25], [2.70, 1.85, -0.21]], "mulliken_charge": [0.24, -0.46, -0.24, -0.19, -0.16, -0.52, -0.03, -0.26, -0.41, 0.19, 0.98, -0.71, -0.67, 0.34, 0.46, 0.12, 0.27, 0.29, 0.36, 0.38]}



Least stable structure: B